1.
C24H26AsO4Se2Ta | ωB97M-V/def2-TZVPD

Each line ends with the Löwdin charge.
Positions of all 58 atoms, in Å:
Ta: 0.2524 0.3463 0.8041  1.122
O: 5.0387 -1.3600 3.1968  -0.028
C: 4.1179 -0.5543 3.8949  -0.197
C: 2.9006 -0.3385 2.9596  -0.544
C: 2.3609 -1.7140 2.6175  -0.135
O: 1.1277 -1.5598 1.8831  -0.262
C: 3.4519 0.4111 1.7469  -0.383
Se: 2.5160 0.4088 -0.0193  0.790
C: 1.9188 0.4751 3.8006  -0.403
Se: 0.1249 0.9801 3.1287  0.801
H: 5.7926 -1.5716 3.7584  0.123
H: 4.5458 0.4178 4.1643  0.146
H: 3.7714 -1.0399 4.8135  0.144
H: 2.1549 -2.2714 3.5334  0.156
H: 3.0837 -2.2697 2.0216  0.150
H: 0.8152 -2.4039 1.5304  0.126
H: 4.4059 -0.0274 1.4595  0.079
H: 3.5871 1.4736 1.9486  0.067
H: 2.3351 1.4558 4.0332  0.079
H: 1.6878 -0.0419 4.7313  0.087
C: 0.1480 4.1943 -4.1846  -0.044
C: 0.9320 4.8995 -3.2848  -0.047
C: 0.9762 4.5211 -1.9489  -0.095
C: 0.2249 3.4287 -1.5252  -0.370
C: -0.5754 2.7253 -2.4258  -0.105
C: -0.6073 3.1106 -3.7574  -0.053
As: 0.1519 2.9521 0.3263  1.199
C: 1.6526 3.7455 1.2268  -0.402
C: 1.4603 4.2647 2.5039  -0.118
C: 2.5388 4.7982 3.1989  -0.053
C: 3.8002 4.8166 2.6192  -0.050
C: 3.9881 4.3045 1.3414  -0.058
C: 2.9168 3.7641 0.6425  -0.161
C: -1.4112 3.7656 1.0753  -0.386
C: -1.5554 5.1449 0.9525  -0.087
C: -2.6799 5.7637 1.4770  -0.045
C: -3.6573 5.0102 2.1133  -0.043
C: -3.5197 3.6343 2.2259  -0.052
C: -2.3953 3.0103 1.7036  -0.142
H: 0.1183 4.4959 -5.2230  0.121
H: 1.5090 5.7512 -3.6188  0.120
H: 1.5831 5.0924 -1.2603  0.102
H: -1.1948 1.9015 -2.0996  0.081
H: -1.2283 2.5711 -4.4597  0.117
H: 0.4755 4.2771 2.9556  0.102
H: 2.3882 5.2177 4.1850  0.119
H: 4.6353 5.2463 3.1565  0.119
H: 4.9676 4.3380 0.8826  0.120
H: 3.0766 3.3774 -0.3564  0.090
H: -0.8064 5.7468 0.4512  0.115
H: -2.7954 6.8352 1.3856  0.120
H: -4.5337 5.4989 2.5173  0.120
H: -4.2875 3.0483 2.7124  0.118
H: -2.3188 1.9322 1.7838  0.052
O: -0.6533 -1.4497 0.1130  -0.111
C: -1.6550 -0.8280 -0.3436  -0.308
O: -1.5563 0.4479 -0.2607  -0.181
H: -2.5344 -1.3203 -0.7614  0.180

Computed properties:
* charge: +2
* ΔE to the lowest compared entry with this formula, charge and spin: 0.0 kcal per mole
* Kohn-Sham gap: 6.734 eV
* LUMO level: -7.778 eV

=====

2.
C24H26BNO4 | ωB97M-V/def2-TZVPD

Each line ends with the Löwdin charge.
Positions of all 56 atoms, in Å:
C: -4.4380 -0.2861 2.4255  0.021
C: -3.0043 -0.3636 2.6928  -0.288
C: -2.4430 0.2623 3.7903  -0.005
C: -1.1048 -0.1468 3.8582  0.105
C: -0.7981 -1.1682 2.7209  -0.263
B: -2.9337 1.9445 -0.7271  -0.716
O: -3.3101 3.0718 -1.5251  0.080
C: -2.0378 3.4396 -2.0522  -0.096
C: -0.9158 2.3824 -1.5675  -0.366
C: 0.4185 2.5842 -2.2329  -0.019
C: -1.4624 0.9345 -1.9991  -0.044
O: -2.7229 0.7074 -1.3219  0.107
C: -0.9310 2.5109 0.0027  -0.081
O: -2.2558 2.2308 0.4865  0.078
O: -2.1033 -1.0733 2.0054  0.086
H: -4.8889 -0.4826 3.3878  0.093
H: -4.7612 0.7231 2.1543  0.110
H: -4.8261 -1.0450 1.7432  0.106
H: -3.0312 0.8580 4.4993  0.135
H: -0.3968 0.1629 4.6432  0.134
H: -2.1318 3.4168 -3.1476  0.134
H: -1.7802 4.4672 -1.7355  0.140
H: 1.0283 1.6920 -2.1230  0.067
H: 0.3174 2.7280 -3.3022  0.093
H: 0.9664 3.4240 -1.8283  0.092
H: -1.6566 0.9495 -3.0702  0.137
H: -0.7288 0.1751 -1.7394  0.129
H: -0.2044 1.8262 0.4457  0.107
H: -0.6505 3.5091 0.3537  0.139
C: 1.4201 -1.8488 2.6682  -0.019
C: 0.4210 -1.0135 2.0391  -0.273
N: 1.0909 -1.0447 0.4102  0.093
C: 2.0440 -0.1753 -0.1764  -0.175
C: 2.5767 1.0817 0.1877  -0.024
C: 3.4560 1.7386 -0.7104  -0.113
C: 3.8984 1.1570 -1.8951  -0.118
C: 3.4605 -0.1184 -2.2190  -0.028
C: 2.5719 -0.7692 -1.3519  -0.127
C: 2.0397 -2.1077 -1.3959  -0.126
C: 1.1771 -2.2570 -0.2757  -0.203
C: 0.6606 -3.5020 0.0685  -0.021
C: 0.8642 -4.5478 -0.8342  -0.090
C: 1.7030 -4.4202 -1.9541  -0.098
C: 2.3252 -3.1891 -2.2280  -0.025
H: 1.4408 -1.8067 3.7488  0.022
H: -0.7263 -2.1089 3.2384  0.143
H: 2.0895 -2.5526 2.2004  0.040
H: 0.4098 0.0996 1.9633  0.117
H: 2.2740 1.5311 1.1163  0.096
H: 3.8033 2.7508 -0.4658  0.103
H: 4.6085 1.7000 -2.5428  0.107
H: 3.8092 -0.6213 -3.1200  0.110
H: 0.1512 -3.5658 1.0103  0.094
H: 0.3499 -5.4755 -0.6370  0.093
H: 1.8745 -5.2994 -2.5886  0.098
H: 2.9934 -3.0693 -3.0935  0.111

Computed properties:
* ΔE to the lowest compared entry with this formula, charge and spin: 79.7 kcal per mole
* Kohn-Sham gap: 4.150 eV
* LUMO level: -1.649 eV

=====

3.
C24H26BiN4Si | ωB97M-V/def2-TZVPD

Each line ends with the Löwdin charge.
Positions of all 56 atoms, in Å:
C: 0.8810 2.1631 0.5914  -0.150
C: -0.1360 2.8408 -0.1391  -0.117
C: -1.2900 2.9443 0.6465  -0.130
H: -0.0648 3.2406 -1.1492  0.104
C: -1.0261 2.2745 1.8975  -0.370
C: 0.3466 1.8263 1.8569  -0.253
H: 0.9173 1.4431 2.7021  0.086
H: 1.8957 1.9921 0.2327  0.100
H: -2.2270 3.4486 0.4269  0.100
H: -1.5887 2.3739 2.8239  0.066
Bi: -1.5859 -0.2583 1.5499  1.598
C: -1.1555 -2.0676 -1.7961  -0.191
H: -1.9964 -1.9744 -1.1113  -0.007
H: -0.7588 -3.0729 -1.6437  0.012
H: -1.5420 -2.0609 -2.8363  0.056
Si: 0.0859 -0.6024 -1.8292  0.587
C: 1.6631 -0.5292 -2.8220  -0.314
C: 2.3652 0.6938 -2.6757  -0.129
H: 1.8482 1.6316 -2.4118  0.098
C: 3.7618 0.7161 -2.7963  -0.077
H: 4.2858 1.6542 -2.6094  0.105
C: 4.4579 -0.4670 -3.0962  -0.080
H: 5.5573 -0.4968 -3.0497  0.108
C: 3.7163 -1.6126 -3.4387  -0.089
H: 4.2364 -2.5080 -3.7613  0.099
C: 2.3197 -1.6489 -3.3377  -0.099
H: 1.7426 -2.5322 -3.6452  0.106
C: -0.9481 0.7072 -2.6154  -0.306
C: -0.4912 1.5449 -3.6348  -0.091
H: 0.4278 1.3406 -4.2013  0.109
C: -1.2867 2.6422 -3.9856  -0.073
H: -0.9241 3.2832 -4.7847  0.106
C: -2.4934 2.9105 -3.3249  -0.069
H: -3.0617 3.8240 -3.5077  0.107
C: -2.9827 1.9740 -2.3998  -0.094
H: -3.9223 2.0930 -1.8632  0.105
C: -2.2713 0.8107 -2.1442  -0.145
H: -2.7517 0.0358 -1.5245  0.078
H: -0.6853 0.2791 -0.1409  -0.090
H: 0.8371 -0.2151 -0.6109  0.004
N: -0.3813 -1.2220 5.7324  0.119
C: -0.5843 0.0787 6.2067  -0.026
C: -0.7554 0.8530 5.0966  -0.085
N: -0.7306 0.0523 3.9613  -0.046
C: -0.4685 -1.1992 4.3805  -0.286
C: -0.3421 -2.3328 3.4885  -0.290
N: -0.3691 -2.2609 2.1333  -0.084
C: -0.1806 -3.5719 1.6726  -0.073
C: -0.1104 -4.4209 2.7433  -0.027
N: -0.1850 -3.6114 3.8744  0.122
H: -0.2873 -2.0647 6.2969  0.167
H: -0.6038 0.3047 7.2585  0.125
H: -0.8828 1.9215 5.0190  0.118
H: -0.0619 -3.7682 0.6204  0.107
H: -0.0177 -5.4889 2.8271  0.126
H: -0.1953 -3.9110 4.8476  0.172

Computed properties:
* charge: +1
* ΔE to the lowest compared entry with this formula, charge and spin: 9.7 kcal per mole
* Kohn-Sham gap: 6.776 eV
* LUMO level: -3.513 eV

=====

4.
C24H26CeN4S2Si | ωB97M-V/def2-TZVPD

Each line ends with the Löwdin charge.
Positions of all 58 atoms, in Å:
C: -2.1678 -3.0881 0.2341  -0.191
C: -0.7928 -3.2505 -0.1193  -0.209
C: -0.0909 -3.7669 1.0198  -0.218
H: -0.3978 -3.1291 -1.1162  0.121
C: -1.0553 -3.9662 2.0679  -0.207
C: -2.3320 -3.5473 1.5747  -0.196
H: -3.2807 -3.6273 2.0998  0.125
H: -2.9569 -2.6799 -0.3975  0.128
H: 0.9771 -3.9329 1.0793  0.117
H: -0.8520 -4.3854 3.0560  0.126
Ce: -0.8114 -1.4808 1.6873  1.291
C: 1.0079 0.7984 0.6255  -0.212
H: 1.7772 0.0627 0.8958  -0.002
H: 0.1162 0.7586 1.2625  -0.058
H: 1.4589 1.7934 0.7808  0.031
Si: 0.5281 0.4653 -1.4610  0.615
C: -0.2449 2.0754 -2.2494  -0.263
C: -1.0304 1.7898 -3.3927  -0.144
H: -1.0352 0.7969 -3.8622  0.083
C: -1.8946 2.7576 -3.9149  -0.095
H: -2.5095 2.5002 -4.7789  0.100
C: -1.9843 4.0623 -3.3880  -0.096
H: -2.6780 4.7993 -3.8150  0.106
C: -1.1672 4.3799 -2.3081  -0.103
H: -1.2076 5.3889 -1.8952  0.098
C: -0.2839 3.4063 -1.7720  -0.103
H: 0.3743 3.6951 -0.9433  0.092
C: 2.0627 -0.2626 -2.2642  -0.298
C: 2.0936 -0.3037 -3.6701  -0.097
H: 1.4808 0.3885 -4.2551  0.101
C: 2.7776 -1.3423 -4.3112  -0.081
H: 2.7365 -1.4487 -5.3849  0.101
C: 3.4724 -2.2910 -3.5732  -0.093
H: 4.0009 -3.1070 -4.0490  0.102
C: 3.5348 -2.1667 -2.1883  -0.099
H: 4.1101 -2.8709 -1.6024  0.094
C: 2.9016 -1.1116 -1.5312  -0.115
H: 3.0230 -0.9428 -0.4597  0.080
H: -0.0357 -0.7977 -0.4765  -0.060
H: -0.2802 -0.3499 -2.3906  -0.012
N: 2.3951 -1.7141 3.1843  0.126
C: 1.6989 -0.6498 3.6967  -0.635
N: 0.3961 -0.4044 3.4775  -0.108
C: -0.0357 0.8337 4.0225  -0.302
C: 0.9788 1.4745 4.7054  -0.306
S: 2.4866 0.6168 4.6162  1.106
C: -1.2490 1.3850 3.4959  -0.302
C: -1.6597 2.7084 3.5804  -0.329
S: -2.9815 3.0942 2.5392  1.093
C: -2.8751 1.4385 1.8950  -0.609
N: -1.9260 0.6733 2.4601  -0.063
N: -3.6386 1.0818 0.8368  0.128
H: 3.3039 -1.8778 3.6131  0.118
H: 1.9563 -2.4921 2.6570  0.108
H: 0.8928 2.4220 5.2244  0.088
H: -1.1695 3.4636 4.1784  0.084
H: -4.2798 1.7774 0.4455  0.127
H: -3.6385 0.1000 0.5587  0.116

Computed properties:
* charge: +1
* expectation value of S²: 0.7511
* Kohn-Sham gap (alpha / beta): 6.237 / 6.257 eV
* multiplicity: 2
* LUMO level (alpha / beta): -3.310 / -3.287 eV